Record 1
Entry from OMol25: a gas-phase ion, C5H14N2 (charge -1) (ωB97M-V/def2-TZVPD).

The geometry in XYZ format:
```
21
Properties=species:S:1:pos:R:3:forces:R:3:nbo_charge:R:1
N 0.563688 -0.086979 -0.173748 0.29 -0.96 -1.20 -0.65
N 1.115266 1.740751 -2.621954 0.47 0.69 -0.18 -0.85
C -0.402533 0.016932 0.902960 -0.80 -0.26 -0.05 -0.24
C 0.747456 0.356901 -2.709419 -1.03 -0.96 0.12 -0.57
C -0.085890 -0.086985 -1.523087 -0.32 0.02 0.97 -0.51
C -0.095253 -0.938750 2.067129 1.37 0.96 -0.98 -0.49
C -0.868324 -0.584222 3.326584 -0.22 0.81 -0.73 -0.62
H -0.428473 1.056591 1.261708 0.11 -0.12 0.17 0.16
H -0.092357 -1.974817 1.720710 -0.74 -0.03 0.19 0.20
H -0.957003 0.518471 -1.306893 -0.08 0.91 -0.85 0.17
H 1.762151 2.023349 -3.352461 0.08 -0.26 -0.07 0.33
H -1.412672 -0.160380 0.522230 -0.19 -0.19 0.06 0.16
H -0.631062 -1.012885 -1.810717 0.64 -0.32 0.48 0.14
H 1.061119 -0.972488 -0.102309 0.01 0.15 0.20 0.33
H 0.306757 2.334286 -2.750893 -0.24 -0.05 0.08 0.34
H 1.601439 -0.307284 -2.854467 0.29 0.27 0.40 0.18
H -1.882379 -0.310934 3.014574 -0.34 -0.81 0.24 0.20
H 0.980484 -0.736953 2.121734 0.17 -0.15 1.00 0.19
H -0.573697 0.393305 3.710351 0.67 -0.08 0.17 0.20
H -0.823157 -1.312117 4.125808 -0.21 -0.19 0.06 0.20
H 0.114438 0.044204 -3.567838 0.07 0.57 -0.08 0.13
```
Positions in Å, forces in eV/Å.

## Properties
- Total charge: -1
- 2S+1: 2
- Orbital gap (spin up / spin down): 2.2 / 8.7 eV

---

Record 2
Entry from OMol25: a molecular structure, C55H53O3P2RuS2 (ωB97M-V/def2-TZVPD).

The geometry in XYZ format:
```
116
Properties=species:S:1:pos:R:3:forces:R:3:lowdin_charge:R:1
Ru -0.326602 0.906434 -0.545449 0.48 -0.46 0.47 1.16
S -0.064060 0.042593 1.979699 -0.07 0.36 -0.30 0.88
S 0.027621 1.649271 -3.858950 0.12 -0.14 0.16 1.01
P -1.698369 -1.207735 -0.432589 -0.22 -0.08 -0.11 1.02
P 2.201475 0.715559 -0.075164 0.08 0.02 -0.06 1.04
O -1.481351 2.403818 -0.345329 -0.25 0.33 -0.07 -0.39
O 0.033715 0.709635 -2.628855 -0.07 0.14 -0.26 -0.68
O 0.374212 1.486088 1.922597 -0.07 -0.11 0.10 -0.51
C -4.271658 0.026604 -3.300388 0.01 -0.01 0.01 -0.07
C 3.031381 -0.237881 1.251708 -0.02 -0.02 0.01 -0.27
C -4.865613 -1.813076 2.885597 -0.01 0.02 0.04 -0.13
C -2.779294 -1.234527 -1.887424 -0.05 -0.06 0.04 -0.37
C 2.976022 -1.272347 -1.838383 0.00 0.01 0.03 -0.10
C -2.660218 3.566960 1.372076 0.00 0.02 0.03 -0.03
C -2.648860 -0.860933 2.277871 0.06 0.04 -0.02 -0.13
C -2.859458 0.480064 4.824258 0.05 0.05 0.00 0.02
C 4.130291 0.440142 -3.691863 0.02 -0.03 -0.02 -0.07
C -3.741229 -1.004083 3.149215 0.01 -0.01 0.01 -0.08
C -3.032169 -2.375186 -2.647208 0.09 -0.01 -0.01 -0.09
C 4.739424 -1.665658 3.005412 0.01 0.00 0.02 -0.13
C -1.588961 -0.072096 2.821133 -0.08 -0.15 0.07 -0.35
C 1.117444 -0.835361 2.926239 0.12 -0.04 -0.06 -0.30
C 3.359159 -1.535411 3.252985 0.01 -0.02 0.02 -0.07
C 4.100059 -0.924686 -3.935648 0.02 0.03 -0.01 -0.07
C 3.518889 -1.779686 -3.007429 0.01 0.01 0.05 -0.07
C 1.007065 -3.915648 -1.820074 -0.10 -0.08 0.00 -0.08
C -4.923388 -2.496034 1.705654 0.01 -0.02 -0.03 0.02
C 3.586242 0.953635 -2.521189 0.02 0.00 0.03 -0.08
C 2.104309 3.406627 -0.674910 -0.03 -0.01 -0.04 -0.13
C -4.507932 -1.109487 -4.063742 0.00 -0.01 0.00 -0.06
C -3.861141 -0.348884 4.391551 -0.03 -0.02 -0.01 -0.12
C 0.756509 -0.485134 -5.391014 -0.02 0.03 0.01 -0.11
C -0.272829 -3.368068 0.585020 0.00 -0.03 0.01 -0.08
C 2.994807 -2.225547 4.431368 0.05 -0.02 0.00 -0.13
C -1.492959 2.621797 -3.781200 -0.03 0.00 -0.04 -0.38
C 2.721126 2.443615 0.124370 0.05 0.01 0.02 -0.36
C 1.689423 -2.247202 4.828585 -0.05 0.03 -0.01 0.01
C -2.776317 -1.507202 1.003397 0.04 0.11 0.04 -0.28
C 4.393484 -0.385588 1.036236 0.02 -0.02 0.01 -0.07
C -3.884226 -2.301644 0.773942 -0.08 0.03 0.00 -0.04
C -1.564088 4.785455 -0.553682 0.00 0.03 0.06 -0.04
C -1.708143 0.587820 4.027904 -0.04 -0.02 0.02 -0.05
C 3.682401 2.845851 1.045728 -0.04 -0.02 0.04 -0.06
C 1.286778 -4.676701 -0.692710 0.02 -0.01 -0.01 -0.05
C 3.432235 5.131552 0.333053 0.00 -0.01 0.01 -0.05
C 0.754259 -1.535703 4.054224 0.01 -0.03 0.00 -0.03
C -5.180783 -0.713129 5.021328 0.00 0.00 0.00 -0.08
C -5.817198 -1.742912 4.051913 0.01 -0.01 0.00 -0.08
C -0.563859 -2.608490 -0.547212 0.04 0.04 0.02 -0.36
C -1.281125 3.989942 -4.415098 0.02 -0.02 -0.03 -0.12
C 2.462352 4.740873 -0.580404 -0.01 0.01 0.01 -0.06
C -3.889057 -2.308401 -3.736271 -0.01 0.00 -0.01 -0.05
C 5.379356 -2.492954 4.089120 -0.01 0.01 0.00 -0.08
C -1.484694 3.619049 0.413775 -0.07 -0.07 -0.03 -0.51
C 4.218221 -2.847849 5.051992 0.00 0.01 -0.01 -0.08
C 0.657531 -4.394134 0.512097 0.00 0.01 0.00 -0.05
C -3.405003 -0.032549 -2.219564 -0.03 0.03 0.01 -0.11
C 4.032876 4.185031 1.148516 0.00 0.01 -0.01 -0.05
C 0.099253 -2.871572 -1.746547 -0.04 -0.03 0.01 -0.11
C 3.013291 0.098157 -1.584707 -0.01 0.11 -0.03 -0.37
C 5.267010 -1.077342 1.892738 -0.02 0.00 -0.03 0.02
C -0.375057 0.507927 -5.180524 0.01 0.04 -0.11 -0.37
C 2.465075 -0.827806 2.430556 -0.08 0.00 -0.02 -0.12
H -3.990802 -2.777869 -0.192698 0.01 -0.01 0.00 0.11
H 4.595185 1.109399 -4.404080 0.00 0.00 0.00 0.12
H 1.992758 -5.494290 -0.753600 0.01 0.00 0.00 0.12
H 4.148365 2.124575 1.703000 0.01 -0.01 -0.02 0.10
H 1.983366 5.478301 -1.211545 0.00 -0.01 0.00 0.11
H 2.532762 -1.950385 -1.116777 0.07 0.08 0.01 0.10
H -0.282418 -1.538068 4.361921 0.00 0.01 0.01 0.11
H -0.092126 -2.259500 -2.619877 -0.03 0.01 -0.02 0.10
H 3.502332 -2.846681 -3.187994 0.02 0.00 -0.01 0.10
H -6.815888 -1.446169 3.732549 0.00 0.00 -0.01 0.13
H 4.777054 4.488171 1.872543 0.01 0.00 0.00 0.12
H 0.944075 -1.059586 -4.484143 0.01 0.00 0.00 0.05
H 5.845666 -3.384235 3.668049 0.00 0.00 0.00 0.13
H 6.168958 -1.932576 4.590174 0.00 0.00 0.00 0.13
H -0.543199 1.132373 -6.062109 -0.03 -0.01 0.00 0.11
H -5.805163 0.175005 5.129360 0.01 0.00 0.00 0.13
H 4.092754 -3.924549 5.168311 0.01 0.00 0.00 0.13
H -2.193487 4.576964 -4.319290 -0.01 -0.01 -0.01 0.09
H -0.877361 1.195823 4.367270 0.01 0.01 0.00 0.13
H -1.044196 3.916710 -5.476789 0.00 0.00 0.00 0.08
H -5.038861 -1.119698 6.022749 0.00 0.00 0.00 0.13
H 0.875141 -4.986008 1.391203 0.00 0.00 0.00 0.11
H -2.924374 1.023051 5.757443 0.00 -0.01 0.01 0.13
H 6.319051 -1.140754 1.648854 0.00 0.00 0.00 0.13
H -1.545469 5.728279 -0.006303 0.00 0.01 -0.01 0.09
H -2.613585 2.664446 1.983374 0.03 0.01 0.00 0.06
H -0.788201 -3.176816 1.519217 0.00 0.00 -0.01 0.10
H -5.914987 -2.724286 4.518248 0.00 0.00 0.00 0.13
H -1.716459 2.699695 -2.715042 0.03 0.01 0.02 0.06
H -3.229499 0.857687 -1.622779 0.02 -0.01 0.01 0.09
H -2.490059 4.745439 -1.131643 0.00 -0.02 0.01 0.09
H 0.487153 -1.173461 -6.190559 0.00 -0.01 0.00 0.09
H -3.605694 3.570008 0.826479 0.02 -0.01 -0.02 0.09
H 3.712493 6.173018 0.413553 0.00 0.01 0.00 0.12
H 1.335633 3.116397 -1.386808 0.00 -0.02 -0.02 0.08
H 3.637692 2.018166 -2.335171 -0.01 0.02 0.02 0.10
H -2.562006 -3.317383 -2.395347 0.02 -0.01 0.01 0.11
H 1.498687 -4.134311 -2.758980 -0.02 -0.01 0.01 0.11
H -4.082834 -3.196773 -4.322348 0.00 0.00 0.00 0.12
H -5.184535 -1.064658 -4.906777 0.00 0.00 0.00 0.12
H -5.754467 -3.140671 1.453109 0.00 0.00 0.00 0.13
H 1.365180 -2.772674 5.716594 0.00 0.00 0.00 0.13
H -2.285502 2.053576 -4.268152 -0.02 -0.02 0.05 0.08
H 4.384435 -2.441934 6.050657 -0.01 -0.01 0.00 0.13
H -2.641874 4.432239 2.035409 -0.02 0.01 0.00 0.09
H -0.716038 4.780281 -1.240370 0.03 -0.01 -0.02 0.06
H -4.769998 0.956613 -3.542476 -0.01 0.00 0.00 0.11
H -0.476123 4.534526 -3.922006 0.00 0.00 0.00 0.07
H 1.681114 0.018826 -5.671121 -0.01 0.01 -0.01 0.08
H 4.825455 0.054604 0.145678 0.00 0.01 -0.01 0.12
H -1.313699 0.027457 -4.893256 -0.01 0.01 0.01 0.09
H -0.552834 3.669933 0.984518 0.03 -0.04 -0.02 0.12
H 4.538802 -1.324102 -4.840499 0.00 0.00 -0.01 0.12
```
Positions in Å, forces in eV/Å.

## Properties
- Total charge: +2
- 2S+1: 6
- Orbital gap (spin up / spin down): 7.7 / 6.7 eV

---

In the order shown, the computed energy above the lowest of the compared OMol25 structures with the same formula, charge and spin values come out to 26.7; 0.0 kcal per mole.